C7H12 | ωB97M-V/def2-TZVPD

Geometry as XYZ:
```
19
C7H12 (ωB97M-V/def2-TZVPD)
C -3.207 0.853 -0.037
C -2.091 0.038 -0.671
C 1.625 -0.578 -0.039
C 4.068 -0.210 0.847
C -0.782 0.138 0.101
C 2.795 -0.420 0.187
C 0.287 -0.713 -0.581
H -3.392 0.517 0.990
H -2.383 -1.020 -0.738
H -0.448 1.183 0.146
H -2.933 1.914 0.005
H -4.142 0.765 -0.599
H -0.009 -1.769 -0.571
H 0.377 -0.408 -1.629
H 4.767 -1.041 0.711
H -0.926 -0.187 1.140
H 4.555 0.725 0.553
H 3.753 -0.156 1.888
H -1.915 0.371 -1.704
```

Results
SMILES	CC#CCCCC
F_max	0.0148	Eh/bohr
energy relative to the best compared isomer or geometry (same formula, charge and spin)	1.445	eV
total charge	0
Kohn-Sham gap	10.26	eV
energy	-273.85544	Ha
spin multiplicity	1

C7H12 | ωB97M-V/def2-TZVPD

Geometry as XYZ:
```
19
C7H12 (ωB97M-V/def2-TZVPD)
C -1.408 -1.356 0.634
C -0.479 -2.321 -0.061
C -0.262 1.505 -0.297
C 1.072 -0.575 1.009
C -0.025 -0.910 0.183
C -0.179 0.250 -0.978
C 0.868 2.467 -0.344
H -1.183 1.773 0.216
H 0.779 3.263 0.403
H 0.978 2.943 -1.331
H -0.729 -2.608 -1.080
H -2.282 -0.999 0.088
H 1.819 1.926 -0.176
H -1.558 -1.473 1.704
H 1.631 -1.339 1.544
H -0.024 -3.119 0.523
H 0.685 0.175 -1.645
H 1.381 0.455 1.121
H -1.084 -0.057 -1.515
```

Results
F_max	0.0504	Eh/bohr
energy relative to the best compared isomer or geometry (same formula, charge and spin)	4.320	eV
total charge	0
Kohn-Sham gap (spin up / spin down)	7.73 / 8.25	eV
energy	-273.74981	Ha
spin multiplicity	1

C7H12 | ωB97M-V/def2-TZVPD

Geometry as XYZ:
```
19
C7H12 (ωB97M-V/def2-TZVPD)
C -1.684 0.263 0.774
C 1.799 -0.342 -0.794
C -0.938 1.518 1.137
C -0.540 -0.653 1.026
C 0.468 0.424 -0.568
C 0.335 0.656 0.947
C -0.884 -0.324 -0.406
H -0.298 -2.175 -1.807
H 0.479 1.309 -1.221
H 2.607 0.319 -0.445
H 0.282 -1.779 -2.048
H -0.434 -1.603 1.538
H 1.227 0.848 1.543
H -2.728 0.010 0.953
H -1.076 1.887 2.155
H -1.080 2.328 0.411
H -1.470 -0.832 -1.160
H 1.890 -1.264 -0.203
H 2.048 -0.592 -1.832
```

Results
SMILES	C[C@@H]1[C@H]2C[C@@H]3[C@H]2[C@H]13.[H][H]
F_max	0.0101	Eh/bohr
energy relative to the best compared isomer or geometry (same formula, charge and spin)	3.794	eV
total charge	0
Kohn-Sham gap	10.73	eV
energy	-273.76913	Ha
spin multiplicity	1

C7H12AgCl6O3 | ωB97M-V/def2-TZVPD

Geometry as XYZ:
```
29
C7H12AgCl6O3 (ωB97M-V/def2-TZVPD)
Ag 6.270 11.732 14.262
Cl 7.589 8.654 18.071
Cl 3.738 5.950 15.684
Cl 1.134 10.177 10.456
Cl 7.042 11.113 20.299
Cl 4.300 7.780 18.582
Cl 1.388 13.642 9.988
O 3.682 13.169 14.723
O 4.088 11.147 14.185
O 4.708 11.884 15.976
C 6.287 11.009 18.649
C 2.531 11.238 10.824
C 2.064 12.583 11.352
C 4.086 7.630 15.748
C 7.213 10.381 17.656
C 3.866 11.997 15.061
C 3.661 8.388 16.989
H 2.909 13.126 11.775
H 5.172 7.666 15.660
H 5.323 10.502 18.686
H 3.641 8.079 14.861
H 4.039 9.402 16.859
H 6.793 10.242 16.660
H 3.115 10.760 11.611
H 3.256 11.254 10.011
H 2.575 8.428 17.080
H 6.141 12.046 18.347
H 8.128 10.962 17.543
H 1.368 12.423 12.174
```

Results
F_max	0.1083	Eh/bohr
total charge	-1
Kohn-Sham gap (spin up / spin down)	5.59 / 7.58	eV
energy	-3407.71193	Ha
spin multiplicity	3

C7H12AgLiO4 | ωB97M-V/def2-TZVPD

Geometry as XYZ:
```
25
C7H12AgLiO4 (ωB97M-V/def2-TZVPD)
Ag -2.010 -4.828 0.844
O 2.181 2.040 -3.811
O 0.061 1.520 -3.244
O -0.942 -2.597 1.483
O 0.588 1.955 -5.341
C 0.987 1.841 -4.154
C -1.139 -0.585 2.841
C 1.310 -0.128 2.319
C -0.895 -2.096 2.774
C 0.031 0.288 2.467
C -0.694 0.545 -1.193
C 0.505 1.037 -1.972
Li 2.448 2.433 -5.709
H 1.237 0.232 -2.133
H -1.501 0.248 -1.879
H -1.126 1.369 -0.604
H -0.141 1.370 2.561
H -1.975 -0.348 2.156
H 2.105 0.608 2.162
H 0.072 -2.311 3.294
H -1.649 -2.564 3.447
H -1.487 -0.302 3.855
H 1.014 1.853 -1.438
H -0.500 -0.455 -0.636
H 1.518 -1.127 1.910
```

Results
F_max	0.0409	Eh/bohr
energy relative to the best compared isomer or geometry (same formula, charge and spin)	0.000	eV
total charge	-1
Kohn-Sham gap (spin up / spin down)	2.89 / 4.33	eV
energy	-729.37180	Ha
spin multiplicity	2

C7H12BrNSi | ωB97M-V/def2-TZVPD

Geometry as XYZ:
```
22
C7H12BrNSi (ωB97M-V/def2-TZVPD)
Br 5.436 -0.290 -0.174
Si -0.840 0.554 -0.356
N 1.854 -2.292 1.096
C 4.070 -1.225 0.569
C 0.583 -0.392 0.078
C -1.393 1.009 1.359
C -2.226 -0.383 -1.382
C 2.920 -1.670 0.709
C 0.716 -1.354 1.042
C -0.633 2.157 -1.360
H 0.026 -1.648 1.826
H -2.298 -1.406 -1.122
H -2.399 1.397 1.339
H 0.012 2.181 -2.186
H -1.839 -0.366 -2.411
H -1.325 0.233 2.041
H -0.341 2.905 -0.679
H -0.611 1.723 1.726
H -1.734 2.501 -1.580
H -3.216 0.157 -1.347
H 1.801 -3.203 1.399
H 1.438 -0.586 -0.587
```

Results
SMILES	C[Si](C)(C)/C=C/NC#CBr
F_max	0.1207	Eh/bohr
energy relative to the best compared isomer or geometry (same formula, charge and spin)	3.670	eV
total charge	0
Kohn-Sham gap	8.75	eV
energy	-3192.05701	Ha
spin multiplicity	1

C7H12Cl2O3PRu | ωB97M-V/def2-TZVPD

Geometry as XYZ:
```
26
C7H12Cl2O3PRu (ωB97M-V/def2-TZVPD)
Ru -0.076 -0.262 1.684
Cl 1.583 -3.026 -0.991
Cl 2.163 -0.646 1.207
P 0.012 1.603 0.449
O -2.980 0.030 2.428
O -1.024 -3.027 -0.777
O 0.907 0.796 4.298
C -0.097 -3.475 -1.407
C 0.444 0.395 3.303
C 1.517 2.591 0.696
C -1.865 -0.108 2.094
C 0.077 0.865 -1.196
C -1.282 2.868 0.374
C -0.095 -4.408 -2.566
H 0.220 1.636 -1.960
H 1.415 3.090 1.668
H 2.347 1.878 0.763
H -2.237 2.355 0.223
H 0.487 -5.300 -2.319
H 0.879 0.123 -1.190
H -1.100 3.603 -0.423
H 0.376 -3.913 -3.426
H 1.646 3.316 -0.121
H -1.123 -4.681 -2.825
H -1.326 3.369 1.349
H -0.866 0.328 -1.335
```

Results
F_max	0.2027	Eh/bohr
total charge	+2
Kohn-Sham gap (spin up / spin down)	6.43 / 4.06	eV
energy	-1855.42993	Ha
spin multiplicity	6

C7H12ClN2P | ωB97M-V/def2-TZVPD

Geometry as XYZ:
```
23
C7H12ClN2P (ωB97M-V/def2-TZVPD)
Cl 2.941 -1.296 1.012
P 2.226 -1.108 -0.889
N 3.220 0.181 -1.418
N 0.834 -0.279 -0.831
C 3.383 1.294 -0.874
C -0.465 -1.299 1.097
C -1.210 -1.355 -1.298
C 1.662 1.466 0.909
C -0.473 -0.539 -0.273
C -1.128 0.771 -0.025
C 2.736 1.851 0.293
H 0.248 -0.931 1.872
H -2.333 -1.318 -1.122
H 1.181 1.746 1.807
H -0.259 -2.349 0.837
H 3.181 2.684 0.636
H -1.507 1.264 -0.997
H -1.533 -1.251 1.464
H -0.353 1.524 0.359
H -1.002 -1.054 -2.308
H 4.152 1.991 -1.195
H -0.838 -2.411 -1.161
H -2.036 0.819 0.608
```

Results
F_max	0.0813	Eh/bohr
energy relative to the best compared isomer or geometry (same formula, charge and spin)	3.569	eV
total charge	0
Kohn-Sham gap (spin up / spin down)	8.34 / 7.52	eV
energy	-1184.81738	Ha
spin multiplicity	1

C7H12FN2 | ωB97M-V/def2-TZVPD

Geometry as XYZ:
```
22
C7H12FN2 (ωB97M-V/def2-TZVPD)
F -0.563 -1.098 -1.795
N 1.656 -0.261 -0.399
N 0.229 1.487 0.495
C 0.848 2.636 -0.184
C -1.313 -3.296 -0.117
C -0.881 1.942 1.353
C 2.352 -1.149 -0.858
C -1.403 -1.976 0.230
C 0.732 0.358 0.081
C -1.027 -0.853 -0.572
H -1.730 -1.819 1.314
H -1.807 2.095 0.692
H -0.600 2.926 1.713
H 1.835 2.367 -0.708
H -1.752 -4.125 0.215
H 2.682 -1.956 -0.168
H 0.154 2.917 -0.933
H 1.209 3.330 0.558
H -1.132 1.246 2.293
H -1.549 -0.064 -0.380
H 2.826 -1.191 -1.875
H -0.764 -3.516 -0.955
```

Results
F_max	0.1257	Eh/bohr
energy relative to the best compared isomer or geometry (same formula, charge and spin)	5.730	eV
total charge	+1
Kohn-Sham gap (spin up / spin down)	7.14 / 7.15	eV
energy	-482.82193	Ha
spin multiplicity	1

C7H12FP | ωB97M-V/def2-TZVPD

Geometry as XYZ:
```
21
C7H12FP (ωB97M-V/def2-TZVPD)
P 1.098 -1.670 0.216
F 3.816 0.418 0.303
C 0.392 0.753 -0.826
C 2.582 0.271 -0.102
C -0.729 0.312 0.251
C -1.592 1.562 0.699
C -1.451 -0.962 -0.171
C 1.703 1.211 -0.327
C -0.576 -2.205 -0.048
H -0.290 1.501 -1.284
H -0.979 2.321 1.156
H -0.191 -0.041 1.190
H -0.660 -2.676 -1.011
H -2.039 1.915 -0.238
H 2.098 -2.730 0.051
H 1.025 -1.643 1.635
H -2.386 1.390 1.439
H 0.453 -0.011 -1.664
H 1.881 2.343 -0.453
H -2.331 -1.144 0.417
H -1.823 -0.916 -1.232
```

Results
F_max	0.0805	Eh/bohr
total charge	0
Kohn-Sham gap (spin up / spin down)	7.32 / 7.67	eV
energy	-714.86014	Ha
spin multiplicity	3